# 1
Below is a molecular structure, C22H28N2O3S3Ti, with properties calculated with wB97M-V/def2-TZVPD.

Cartesian coordinates (Å):
Ti 0.375 -0.012 -0.135
C -0.842 2.512 -2.301
C 0.554 3.102 -2.158
S 1.701 1.904 -1.431
C 2.504 2.848 -0.113
C 1.613 3.376 1.003
S 0.542 2.135 1.800
C -1.062 2.973 1.706
C -1.556 3.285 0.299
S -1.537 1.820 -0.780
H -1.532 3.255 -2.705
H -0.826 1.661 -2.983
H 0.926 3.386 -3.143
H 0.548 4.003 -1.546
H 3.230 2.137 0.277
H 3.048 3.681 -0.562
H 2.250 3.807 1.775
H 0.966 4.174 0.642
H -1.754 2.294 2.204
H -1.023 3.889 2.298
H -2.583 3.647 0.359
H -0.963 4.075 -0.158
C 1.961 -2.225 3.227
C 1.892 -1.983 1.734
C 2.215 -3.223 0.916
O 0.547 -1.530 1.393
C 2.836 -0.847 1.307
O 3.967 -0.806 1.744
O 2.319 -0.013 0.460
H 1.303 -3.049 3.509
H 1.659 -1.330 3.772
H 2.984 -2.468 3.505
H 1.546 -4.043 1.190
H 3.240 -3.532 1.121
H 2.113 -3.018 -0.151
H 0.000 -2.284 1.133
C -4.836 -0.399 1.801
C -3.595 -0.023 2.286
C -2.446 -0.293 1.553
C -2.522 -0.929 0.310
C -3.778 -1.325 -0.166
C -4.913 -1.059 0.576
N -1.350 -1.085 -0.435
N -1.381 -2.075 -1.338
C -0.238 -2.088 -2.033
C -0.057 -3.071 -3.052
C 1.114 -3.127 -3.740
C 2.163 -2.214 -3.442
C 2.000 -1.262 -2.475
C 0.790 -1.137 -1.732
H -5.732 -0.197 2.372
H -3.513 0.459 3.254
H -1.473 -0.068 1.980
H -3.832 -1.827 -1.121
H -5.879 -1.366 0.193
H -0.868 -3.762 -3.250
H 1.257 -3.872 -4.513
H 3.100 -2.285 -3.982
H 2.827 -0.595 -2.255

For the LUMO energy (spin up / spin down), the calculation gives 0.0 / 0.0 eV. The total charge is 0. The value obtained for the HOMO energy (spin up / spin down) is -5.870 / -5.867 eV. The HOMO-LUMO gap (spin up / spin down) is 0.216 / 0.215 Eh. For the largest force on an atom, the calculation gives 0.4 eV/A.

Atom charges from the Löwdin analysis, given in e for atoms 1 to 8: number 1, Ti, carries 0.714; number 2, C, carries -0.484; number 3, C, carries -0.468; number 4, S, carries 0.953; number 5, C, carries -0.472; number 6, C, carries -0.464; number 7, S, carries 0.904; number 8, C, carries -0.505

---

# 2
Below is a molecular structure, C28H45N5O2SSiTl in a non-equilibrium geometry, with properties calculated with wB97M-V/def2-TZVPD.

Cartesian coordinates (Å):
Tl -0.456 0.267 -0.557
O 1.451 1.655 4.844
C 0.175 2.070 4.860
C -0.339 2.487 6.090
C -1.644 2.915 6.197
C -2.474 2.959 5.075
C -1.973 2.554 3.859
C -0.656 2.093 3.722
C -0.224 1.643 2.378
O -1.063 1.616 1.434
N 1.071 1.302 2.255
N 1.367 0.762 1.047
C 2.573 0.743 0.644
C 2.891 0.037 -0.613
C 4.159 0.127 -1.169
C 4.410 -0.509 -2.374
C 3.399 -1.250 -2.967
C 2.168 -1.303 -2.335
N 1.908 -0.663 -1.196
H 1.684 1.463 3.905
H 0.322 2.470 6.946
H -2.025 3.223 7.163
H -3.491 3.317 5.159
H -2.587 2.588 2.969
H 3.368 1.231 1.204
H 4.928 0.697 -0.664
H 5.383 -0.429 -2.841
H 3.556 -1.766 -3.904
H 1.352 -1.885 -2.753
C -3.064 -1.286 1.404
C -1.768 -1.269 2.216
N -0.577 -1.426 1.371
C -0.209 -2.796 1.017
C -1.080 -3.461 -0.050
S -1.376 -2.465 -1.539
C -3.179 -2.211 -1.511
C -3.691 -0.879 -0.948
N -2.949 -0.434 0.220
H -3.882 -0.964 2.052
H -3.294 -2.301 1.085
H -1.807 -2.047 2.985
H -1.695 -0.309 2.719
H 0.213 -1.017 1.857
H -0.237 -3.450 1.897
H 0.820 -2.762 0.655
H -2.049 -3.761 0.339
H -0.568 -4.363 -0.384
H -3.590 -3.061 -0.967
H -3.504 -2.306 -2.546
H -4.764 -1.003 -0.756
H -3.579 -0.105 -1.705
H -3.186 0.522 0.461
C -2.760 2.711 -1.638
Si -1.021 2.375 -2.190
C 0.163 3.745 -1.703
C 1.636 3.335 -1.804
C -0.099 4.942 -2.639
C -0.130 4.185 -0.263
C -0.950 1.621 -3.915
C -1.716 2.579 -4.853
C 0.488 1.468 -4.422
C -1.641 0.257 -3.967
H -3.091 3.690 -2.000
H -2.817 2.720 -0.548
H -3.458 1.967 -2.023
H 1.949 3.143 -2.829
H 1.845 2.445 -1.209
H 2.260 4.145 -1.414
H 0.130 4.714 -3.683
H 0.539 5.776 -2.335
H -1.136 5.285 -2.585
H -0.056 3.362 0.443
H -1.125 4.624 -0.165
H 0.600 4.947 0.027
H -1.284 3.582 -4.864
H -2.769 2.670 -4.574
H -1.676 2.192 -5.876
H 0.989 2.432 -4.515
H 0.473 1.012 -5.417
H 1.087 0.828 -3.769
H -2.694 0.320 -3.681
H -1.148 -0.478 -3.328
H -1.606 -0.121 -4.993

For the LUMO energy, the calculation gives -3.0 eV. The total charge is +1. The value obtained for the HOMO energy is -10.240 eV. The HOMO-LUMO gap is 0.266 Eh. For the largest force on an atom, the calculation gives 1.0 eV/A.

Atom charges from the Löwdin analysis, given in e for atoms 1 to 8: number 1, Tl, carries 0.910; number 2, O, carries 0.062; number 3, C, carries -0.265; number 4, C, carries -0.007; number 5, C, carries -0.068; number 6, C, carries -0.085; number 7, C, carries -0.034; number 8, C, carries -0.086

---

# 3
Below is a single C5H8O2 molecule, with properties calculated with wB97M-V/def2-TZVPD.

Cartesian coordinates (Å):
C 1.529 0.752 -0.402
C 0.375 0.059 0.299
O 0.791 -0.366 1.588
C -1.033 0.739 0.413
C -1.620 -0.468 -0.316
O -0.973 -0.519 -1.588
C -0.300 -1.078 -0.471
H 1.198 1.447 -1.176
H 2.133 1.288 0.332
H 2.169 0.002 -0.878
H 0.795 -1.328 1.622
H -1.321 0.809 1.464
H -1.186 1.691 -0.100
H -2.601 -0.923 -0.233
H 0.043 -2.106 -0.555

For the LUMO energy, the calculation gives 0.9 eV. The total charge is 0. The value obtained for the HOMO energy is -10.019 eV. The HOMO-LUMO gap is 0.402 Eh. The SMILES is C[C@@]1(O)C[C@H]2O[C@H]21. For the largest force on an atom, the calculation gives 0.3 eV/A.

Atom charges from the Löwdin analysis, given in e for atoms 1 to 8: number 1, C, carries -0.002; number 2, C, carries -0.498; number 3, O, carries 0.001; number 4, C, carries -0.019; number 5, C, carries -0.195; number 6, O, carries 0.013; number 7, C, carries -0.192; number 8, H, carries 0.085

---

# 4
Below is a molecular structure, C7H14N2 in a non-equilibrium geometry, with properties calculated with wB97M-V/def2-TZVPD.

Cartesian coordinates (Å):
C 0.604 1.329 2.327
C 0.571 0.380 1.184
C -0.195 -0.929 1.163
C -0.553 -1.147 -0.281
C -1.665 -0.236 -0.882
C -0.283 0.280 -1.075
C 0.316 1.212 -0.161
H -0.298 2.083 2.356
H 0.715 0.674 3.249
H 1.438 2.061 2.240
H 1.555 0.062 0.840
H -1.099 -0.843 1.913
H 0.475 -1.752 1.392
H -0.083 -3.207 -0.873
H 1.120 -1.992 -1.712
H -2.009 -0.509 -1.974
H -2.333 0.101 -0.128
H 1.040 1.008 -2.866
H 0.101 -0.676 -2.775
H 1.353 1.839 -0.170
H -0.636 2.002 -0.052
N -0.113 -2.189 -1.197
N -0.021 0.449 -2.517

For the LUMO energy, the calculation gives 0.7 eV. The total charge is 0. The value obtained for the HOMO energy is -8.020 eV. The HOMO-LUMO gap is 0.321 Eh. For the largest force on an atom, the calculation gives 5.6 eV/A.

Atom charges from the Löwdin analysis, given in e for atoms 1 to 8: number 1, C, carries -0.104; number 2, C, carries -0.413; number 3, C, carries -0.116; number 4, C, carries -0.412; number 5, C, carries -0.031; number 6, C, carries -0.554; number 7, C, carries -0.138; number 8, H, carries 0.111

---

# 5
Below is 3 unconnected molecules or ions with the total composition C13H31BN2O4PS in a non-equilibrium geometry, with properties calculated with wB97M-V/def2-TZVPD.

Cartesian coordinates (Å):
C 0.331 2.610 -0.544
C -0.874 2.628 0.409
C -1.905 1.523 0.199
C -1.415 0.068 0.059
C -2.620 -0.882 0.268
C -0.212 -0.293 0.926
C 1.111 -0.628 0.214
O 1.960 -0.861 1.322
B 1.045 -1.506 2.327
P 1.755 -3.323 2.548
S 0.624 -4.670 3.460
O -0.321 -1.453 1.734
H 0.197 1.939 -1.384
H 0.613 3.597 -0.882
H 1.189 2.224 0.003
H -0.519 2.581 1.435
H -1.367 3.594 0.305
H -2.580 1.550 1.056
H -2.530 1.752 -0.664
H -1.110 -0.065 -0.980
H -3.512 -0.292 0.470
H -2.813 -1.449 -0.635
H -2.452 -1.587 1.072
H 0.089 0.504 1.623
H 1.490 0.083 -0.508
H 0.911 -1.614 -0.229
H 1.014 -0.949 3.416
H 2.967 -3.187 3.262
H 2.194 -3.761 1.275
C 3.682 4.652 -1.337
C 2.962 4.856 -2.649
O 1.930 4.268 -2.914
N 3.513 5.730 -3.540
C 4.726 6.511 -3.399
H 3.123 3.933 -0.746
H 4.687 4.263 -1.504
H 3.748 5.589 -0.782
H 2.985 5.818 -4.393
H 4.499 7.576 -3.473
H 5.434 6.254 -4.190
H 5.194 6.321 -2.440
C -4.776 -5.273 0.395
C -3.476 -4.621 -0.018
O -3.431 -3.792 -0.917
N -2.365 -4.980 0.663
C -2.245 -5.933 1.750
H -5.571 -4.880 -0.232
H -4.725 -6.355 0.266
H -5.005 -5.048 1.438
H -1.533 -4.487 0.372
H -1.861 -5.431 2.637
H -1.544 -6.724 1.477
H -3.209 -6.380 1.976

For the LUMO energy, the calculation gives 2.2 eV. The total charge is -1. The value obtained for the HOMO energy is -4.083 eV. The HOMO-LUMO gap is 0.229 Eh. For the largest force on an atom, the calculation gives 1.3 eV/A.

Atom charges from the Löwdin analysis, given in e for atoms 1 to 8: number 1, C, carries -0.100; number 2, C, carries -0.250; number 3, C, carries -0.193; number 4, C, carries -0.281; number 5, C, carries -0.045; number 6, C, carries -0.318; number 7, C, carries -0.182; number 8, O, carries -0.133

---

What did we get for electronic energy? Answer: -88013.1760; -64714.1912; -9407.4410; -10460.3682; -45958.0552 eV, in the order shown.